# 1
C29H73N19O39 | the ωB97M-V functional and the def2-TZVPD basis

Each line ends with the Mulliken charge.
Geometry (Å):
C -2.136 3.276 1.535  -0.564
C -2.648 3.780 2.869  0.508
O -2.495 4.938 3.223  -0.620
N -3.333 2.829 3.641  -0.173
C -2.504 1.729 4.160  -0.733
C -1.316 2.125 5.059  -0.649
C -0.006 1.618 4.452  0.108
C 1.153 1.577 5.447  -1.157
C 1.974 2.849 5.523  0.194
C 2.932 3.128 4.370  -1.128
C 2.942 4.664 4.293  0.828
C 3.119 5.212 2.880  -1.455
C 1.607 5.020 4.900  0.273
O 0.954 6.017 4.694  -0.593
O 1.207 4.043 5.749  -0.381
H -1.078 3.029 1.624  0.137
H -2.232 4.067 0.797  0.420
H -2.689 2.391 1.245  -0.018
H -3.866 3.287 4.371  0.310
H -2.146 1.170 3.293  -0.010
H -3.169 1.058 4.702  0.469
H -1.293 3.204 5.205  0.225
H -1.468 1.673 6.041  0.612
H 0.243 2.216 3.570  -0.331
H -0.207 0.611 4.093  0.540
H 1.849 0.805 5.115  0.213
H 0.825 1.276 6.443  0.632
H 2.598 2.718 6.419  0.370
H 2.477 2.767 3.444  0.222
H 3.891 2.631 4.459  0.490
H 3.778 5.018 4.899  0.334
H 2.574 6.147 2.751  0.253
H 4.165 5.410 2.653  0.347
H 2.745 4.511 2.136  0.347
C 3.163 9.424 4.000  -0.639
N 4.010 9.013 2.847  0.890
O 5.215 9.096 2.955  -0.560
O 3.424 8.604 1.865  -0.480
H 3.815 9.758 4.798  0.300
H 2.514 10.223 3.654  0.294
H 2.577 8.557 4.297  0.201
C 1.589 -1.099 1.114  -0.571
N 1.799 -0.582 2.491  0.971
O 2.638 0.276 2.665  -0.555
O 1.101 -1.045 3.377  -0.632
H 2.279 -0.589 0.456  0.323
H 1.777 -2.165 1.131  0.061
H 0.561 -0.895 0.846  0.292
C -0.213 -2.320 6.080  -0.429
N -1.454 -1.729 6.651  0.975
O -1.424 -1.332 7.794  -0.565
O -2.429 -1.678 5.924  -0.519
H 0.558 -2.292 6.840  0.272
H -0.440 -3.341 5.785  0.310
H 0.064 -1.724 5.218  0.077
C -5.925 -2.179 6.384  -0.494
N -6.393 -3.514 6.846  0.911
O -6.763 -3.620 7.995  -0.544
O -6.369 -4.412 6.029  -0.542
H -6.001 -1.483 7.210  0.312
H -4.894 -2.290 6.060  0.116
H -6.564 -1.884 5.557  0.255
C -1.637 -3.635 -1.837  -0.739
N -0.540 -3.225 -0.924  1.132
O -0.054 -2.119 -1.066  -0.571
O -0.184 -4.023 -0.078  -0.639
H -1.837 -2.816 -2.516  0.302
H -1.306 -4.516 -2.374  0.190
H -2.501 -3.854 -1.223  0.397
C -4.065 0.766 -1.420  -0.831
N -3.035 -0.082 -0.767  0.798
O -2.575 -1.013 -1.389  -0.465
O -2.723 0.218 0.371  -0.476
H -4.253 0.373 -2.412  0.331
H -4.950 0.721 -0.796  0.291
H -3.674 1.779 -1.464  0.305
C 5.433 8.240 -0.818  -0.762
N 5.801 7.117 -1.723  0.961
O 6.963 6.769 -1.764  -0.547
O 4.905 6.619 -2.376  -0.552
H 6.327 8.579 -0.310  0.305
H 5.005 9.025 -1.435  0.295
H 4.700 7.868 -0.109  0.313
C 5.281 7.421 -5.238  -0.676
N 4.532 7.513 -6.521  0.929
O 4.288 6.480 -7.111  -0.547
O 4.209 8.623 -6.889  -0.558
H 5.495 6.379 -5.036  0.305
H 6.196 7.996 -5.356  0.182
H 4.652 7.842 -4.463  0.348
C -5.114 -0.985 2.519  -0.466
N -5.889 -1.314 1.291  1.000
O -6.241 -2.460 1.121  -0.559
O -6.123 -0.395 0.528  -0.640
H -4.986 -1.895 3.091  0.281
H -4.159 -0.575 2.197  0.045
H -5.683 -0.240 3.067  0.284
C -1.473 -5.893 -6.381  -0.777
N -1.217 -5.456 -4.983  0.929
O -0.397 -4.582 -4.798  -0.545
O -1.859 -6.004 -4.106  -0.477
H -0.838 -5.315 -7.041  0.306
H -1.239 -6.951 -6.433  0.292
H -2.525 -5.714 -6.585  0.292
C 4.302 -2.658 -2.522  -0.734
N 4.524 -2.120 -1.152  0.843
O 5.392 -1.294 -0.993  -0.499
O 3.802 -2.554 -0.272  -0.454
H 5.009 -2.184 -3.191  0.309
H 4.454 -3.732 -2.475  0.276
H 3.276 -2.429 -2.797  0.267
C 2.784 -5.452 1.102  -0.446
N 2.919 -6.574 0.137  0.977
O 3.974 -6.705 -0.445  -0.560
O 1.948 -7.291 -0.007  -0.556
H 3.718 -4.904 1.124  0.262
H 1.966 -4.825 0.754  0.026
H 2.551 -5.883 2.071  0.318
C -8.967 -4.615 1.391  -0.525
N -10.171 -4.645 2.267  0.913
O -10.231 -3.843 3.176  -0.533
O -11.016 -5.475 2.007  -0.557
H -8.304 -3.832 1.738  0.163
H -8.491 -5.588 1.458  0.277
H -9.309 -4.422 0.379  0.266
C 9.523 7.067 -5.029  -0.555
N 8.771 7.161 -6.315  0.887
O 8.523 6.130 -6.906  -0.481
O 8.447 8.271 -6.686  -0.532
H 9.733 6.021 -4.836  0.195
H 10.433 7.646 -5.147  0.291
H 8.893 7.494 -4.254  0.253
C 8.353 2.727 -6.654  -0.729
N 8.527 3.033 -5.207  0.869
O 9.313 3.911 -4.912  -0.535
O 7.862 2.394 -4.422  -0.530
H 9.002 3.383 -7.220  0.289
H 8.614 1.682 -6.795  0.295
H 7.310 2.900 -6.896  0.290
C 0.385 -9.126 -3.153  -0.672
N 0.882 -8.580 -4.444  0.885
O 2.056 -8.313 -4.541  -0.520
O 0.059 -8.434 -5.331  -0.555
H 1.221 -9.193 -2.469  0.307
H -0.372 -8.439 -2.785  0.236
H -0.047 -10.100 -3.361  0.288
C -5.837 -5.794 -3.397  -0.855
N -5.362 -5.244 -2.098  0.859
O -5.885 -5.645 -1.081  -0.538
O -4.467 -4.421 -2.141  -0.488
H -6.623 -6.508 -3.202  0.362
H -6.200 -4.963 -3.993  0.332
H -4.983 -6.266 -3.876  0.281
C -9.281 -6.856 -6.974  -0.712
N -8.202 -6.398 -6.056  0.870
O -7.763 -5.277 -6.205  -0.520
O -7.830 -7.186 -5.210  -0.513
H -9.504 -6.052 -7.665  0.313
H -8.913 -7.736 -7.491  0.284
H -10.142 -7.104 -6.361  0.282

**Energy**: -139372.2602 eV


# 2
C29H74F2N10O19S2 | the ωB97M-V functional and the def2-TZVPD basis

Each line ends with the Mulliken charge.
Geometry (Å):
N 1.785 0.123 -0.413  -0.678
S 0.601 -0.136 -1.388  0.212
O -0.147 0.979 -1.919  0.260
O -0.093 -1.342 -1.032  -0.604
F 1.502 -0.696 -2.578  -0.234
S 1.011 0.869 0.850  -0.477
O -0.011 0.162 1.573  0.366
O 0.957 2.304 0.772  0.037
F 2.272 0.630 1.847  -0.372
C -3.380 -8.398 0.131  -1.031
C -3.500 -6.984 0.582  0.585
O -4.235 -6.558 1.382  -0.308
N -2.506 -5.970 -0.096  -0.098
H -1.551 -6.300 0.041  0.406
H -2.714 -5.887 -1.089  0.360
C -2.533 -4.583 0.531  -0.909
H -2.388 -8.658 -0.240  0.345
H -4.130 -8.636 -0.628  0.324
H -3.615 -9.057 0.967  0.360
H -3.566 -4.251 0.555  0.351
H -1.953 -3.927 -0.118  0.159
H -2.103 -4.638 1.532  0.415
C -4.246 3.384 -0.442  -1.293
C -3.261 2.239 -0.520  0.127
O -2.169 2.271 -0.041  0.039
N -3.836 0.945 -1.105  0.411
H -4.834 0.980 -1.320  0.498
H -3.351 0.786 -2.027  0.154
C -3.441 -0.255 -0.273  -0.954
H -4.382 3.651 -1.495  0.499
H -3.773 4.225 0.049  0.088
H -5.093 2.940 0.081  0.468
H -2.366 -0.217 -0.123  0.205
H -3.684 -1.218 -0.715  0.467
H -3.947 -0.208 0.689  0.377
C -4.075 4.181 5.319  -1.050
C -3.843 3.452 4.022  0.500
O -3.630 3.937 2.954  -0.402
N -4.311 1.995 3.952  -0.014
H -4.742 1.700 4.834  0.469
H -5.112 1.951 3.315  0.382
C -3.253 0.961 3.590  -1.439
H -4.813 3.657 5.925  0.399
H -4.407 5.185 5.066  0.352
H -3.124 4.213 5.855  0.298
H -3.791 0.012 3.637  0.747
H -2.595 0.854 4.453  0.443
H -2.684 1.069 2.674  0.221
C -0.052 3.969 -3.025  -0.725
C -1.480 3.683 -3.436  0.653
O -2.384 4.309 -2.993  -0.454
N -1.732 2.572 -4.390  0.243
H -0.837 2.175 -4.683  0.410
H -2.190 1.750 -3.942  0.116
C -2.404 3.045 -5.696  -0.833
H -0.013 5.048 -2.886  0.457
H 0.660 3.643 -3.784  0.455
H 0.187 3.471 -2.086  -0.265
H -3.277 3.623 -5.414  0.368
H -2.665 2.124 -6.212  0.363
H -1.590 3.550 -6.207  0.404
C -0.941 4.957 1.295  0.014
C -0.002 5.627 2.276  0.056
O -0.091 6.742 2.626  -0.358
N 1.080 4.744 2.925  0.106
H 1.246 5.084 3.873  0.445
H 0.711 3.794 2.910  0.160
C 2.364 4.864 2.096  -0.914
H -0.583 5.110 0.277  0.237
H -1.908 5.427 1.455  0.448
H -1.007 3.884 1.469  -0.217
H 2.608 5.921 2.005  0.411
H 2.316 4.333 1.156  0.310
H 3.090 4.468 2.807  0.426
C 4.445 -4.127 -0.620  -1.273
C 3.155 -3.359 -0.622  0.416
O 2.482 -3.235 -1.606  -0.273
N 2.861 -2.434 0.527  0.589
H 3.711 -2.127 1.008  0.597
H 2.600 -1.493 0.129  -0.305
C 1.690 -2.929 1.433  -0.686
H 4.608 -4.518 -1.620  0.355
H 4.383 -4.974 0.069  0.414
H 5.253 -3.474 -0.285  0.419
H 0.774 -2.635 0.931  0.205
H 1.798 -2.455 2.403  0.301
H 1.826 -4.004 1.509  0.532
C 3.663 0.825 4.780  -0.615
C 3.894 0.562 6.254  0.268
O 4.960 0.425 6.729  -0.340
N 2.671 0.348 7.102  -0.108
H 2.821 0.874 7.972  0.399
H 1.807 0.723 6.710  0.342
C 2.472 -1.133 7.406  -0.807
H 3.220 -0.040 4.279  0.132
H 4.551 1.085 4.211  0.449
H 2.932 1.635 4.677  0.185
H 2.272 -1.707 6.504  0.321
H 1.567 -1.202 8.006  0.376
H 3.386 -1.389 7.936  0.392
C 1.059 -2.407 -8.242  -1.028
C 1.256 -3.419 -7.167  0.578
O 1.809 -4.443 -7.321  -0.371
N 0.657 -3.107 -5.787  0.229
H 0.055 -2.275 -5.817  0.215
H 0.108 -3.910 -5.483  0.371
C 1.764 -2.982 -4.738  -0.948
H 1.933 -1.786 -8.438  0.314
H 0.144 -1.813 -8.175  0.353
H 0.854 -2.939 -9.174  0.376
H 1.196 -2.864 -3.820  0.068
H 2.437 -2.153 -4.920  0.453
H 2.263 -3.947 -4.709  0.503
C 3.910 3.095 -1.297  -0.365
C 4.486 1.980 -2.147  0.412
O 4.801 2.067 -3.267  -0.346
N 4.538 0.617 -1.422  0.402
H 5.121 0.692 -0.586  0.467
H 3.567 0.344 -1.135  0.001
C 5.164 -0.437 -2.329  -0.734
H 3.500 3.886 -1.919  0.431
H 4.750 3.408 -0.672  0.430
H 3.059 2.715 -0.731  -0.345
H 6.208 -0.179 -2.494  0.465
H 4.667 -0.449 -3.294  0.349
H 5.095 -1.405 -1.842  0.168
O -2.295 -2.077 -2.884  -0.369
C -1.996 -1.006 -3.630  0.412
O -0.999 -1.107 -4.407  -0.750
O -2.637 0.069 -3.491  -1.058
H -1.754 -2.793 -3.232  0.256
O -0.393 -1.618 3.588  -0.276
C -1.494 -2.418 3.349  0.494
O -1.491 -3.575 3.785  -0.707
O -2.499 -1.877 2.782  -0.624
H -0.690 -0.778 3.215  0.110

**Total charge**: +6
**Energy**: -112115.6389 eV
**ΔE to the lowest compared entry with this formula, charge and spin**: 42.3 kcal/mol


It is found that the largest force on an atom values, taken in the order of the records, are 2.19, 6.40 eV/A.
It is found that the Kohn-Sham gap values, taken in the order of the records, are 8.73, 6.04 eV.